[1]
# C20H34N4O3

C20H34N4O3 in the gas phase (ωB97M-V/def2-TZVPD, the Open Molecules 2025 dataset).

Last column: Mulliken charge in e.
Element x y z (Å)
1 C -0.339 1.835 -1.621  -1.10
2 C -0.394 1.536 -0.128  -0.79
3 N 0.034 0.181 0.200  0.47
4 C 1.465 -0.042 0.311  -1.51
5 C 2.025 0.229 1.715  0.62
6 C 1.247 -0.462 2.821  -1.75
7 N 3.422 -0.165 1.754  -0.14
8 C 4.399 0.619 1.220  -0.04
9 O 4.144 1.699 0.707  -0.70
10 C 5.778 0.095 1.296  0.85
11 C 6.936 0.863 1.005  -1.00
12 C 8.014 0.037 1.157  -0.39
13 N 7.562 -1.206 1.517  0.18
14 C 8.401 -2.345 1.829  -0.91
15 C 6.206 -1.177 1.609  -0.25
16 C -0.808 -0.886 0.297  0.93
17 O -0.418 -2.013 0.529  -0.64
18 C -2.294 -0.578 0.131  -0.78
19 O -3.007 -1.775 0.110  -0.21
20 C -4.401 -1.561 0.038  -0.91
21 C -5.091 -2.919 0.028  0.56
22 C -4.740 -3.678 1.300  -1.71
23 N -6.532 -2.731 -0.107  -0.05
24 C -7.294 -3.975 -0.031  -0.73
25 C -8.692 -3.582 -0.502  -0.56
26 C -8.452 -2.382 -1.443  -0.60
27 C -6.940 -2.152 -1.386  -0.65
28 H -0.634 2.867 -1.816  0.40
29 H 0.672 1.696 -2.006  0.34
30 H -1.005 1.175 -2.179  0.27
31 H 0.263 2.224 0.409  0.35
32 H -1.396 1.711 0.261  0.45
33 H 1.663 -1.081 0.050  0.43
34 H 1.986 0.601 -0.400  0.39
35 H 2.004 1.309 1.889  0.25
36 H 0.208 -0.136 2.815  0.38
37 H 1.248 -1.546 2.689  0.38
38 H 1.676 -0.215 3.793  0.48
39 H 3.667 -1.023 2.214  0.30
40 H 6.941 1.898 0.712  0.44
41 H 9.069 0.221 1.035  0.42
42 H 7.842 -3.263 1.658  0.32
43 H 9.272 -2.345 1.178  0.33
44 H 8.733 -2.319 2.868  0.30
45 H 5.660 -2.074 1.857  0.32
46 H -2.620 0.055 0.971  0.36
47 H -2.464 -0.004 -0.790  0.21
48 H -4.751 -0.984 0.906  0.30
49 H -4.639 -0.989 -0.867  0.36
50 H -4.702 -3.482 -0.840  0.24
51 H -3.661 -3.673 1.439  0.49
52 H -5.211 -3.198 2.162  0.33
53 H -5.071 -4.715 1.257  0.40
54 H -6.861 -4.737 -0.704  0.31
55 H -7.290 -4.379 0.979  0.41
56 H -9.196 -4.411 -0.998  0.33
57 H -9.306 -3.285 0.348  0.27
58 H -8.784 -2.577 -2.462  0.33
59 H -8.987 -1.501 -1.089  0.26
60 H -6.684 -1.095 -1.447  0.39
61 H -6.438 -2.670 -2.222  0.30

Output
Highest occupied orbital energy = -8.57 eV
Energy above the lowest of the compared OMol25 structures with the same formula, charge and spin = 0.2581 eV
Orbital gap = 9.292 eV
SMILES = CCN(C[C@@H](C)NC(=O)c1ccn(C)c1)C(=O)COC[C@@H](C)N1CCCC1


[2]
# C16H22BClO2V

A molecular structure, C16H22BClO2V (ωB97M-V/def2-TZVPD, the Open Molecules 2025 dataset).

Last column: Löwdin spin population.
Element x y z (Å)
1 C 2.236 -1.194 -0.677  -0.13
2 C 2.317 -1.838 -1.930  -0.02
3 C 0.983 -2.167 -2.356  -0.07
4 H 3.214 -2.030 -2.520  0.00
5 C 0.075 -1.789 -1.356  -0.06
6 C 0.810 -1.296 -0.154  -0.01
7 H 0.818 -2.024 0.684  -0.02
8 H 3.085 -1.020 -0.036  0.00
9 H 0.742 -2.695 -3.268  0.00
10 H -0.984 -2.065 -1.343  0.00
11 V 1.338 0.075 -2.472  2.07
12 Cl 2.047 1.447 -0.777  0.04
13 C 1.464 1.838 -3.595  0.03
14 C 0.207 1.162 -3.879  0.06
15 C 0.542 -0.113 -4.469  0.04
16 H -0.780 1.526 -3.699  0.01
17 C 1.973 -0.242 -4.494  0.02
18 C 2.559 0.952 -3.946  0.05
19 H 3.610 1.117 -3.780  0.01
20 H 1.555 2.832 -3.170  0.00
21 H -0.167 -0.817 -4.867  0.00
22 H 2.518 -1.068 -4.927  0.00
23 C -1.782 -1.216 3.480  0.00
24 C -1.762 -0.242 2.316  0.00
25 C -3.203 0.116 2.013  0.00
26 O -1.260 -0.956 1.183  0.00
27 B -0.081 -0.332 0.786  -0.01
28 O 0.054 0.941 1.320  0.00
29 C -0.788 1.009 2.485  0.00
30 C -1.519 2.330 2.628  0.00
31 C 0.175 0.900 3.670  0.00
32 H -2.249 -0.756 4.358  0.00
33 H -0.783 -1.565 3.758  0.00
34 H -2.392 -2.083 3.201  0.00
35 H -3.744 -0.805 1.772  0.00
36 H -3.690 0.559 2.888  0.00
37 H -3.272 0.808 1.169  0.00
38 H -2.073 2.354 3.577  0.00
39 H -0.827 3.173 2.680  0.00
40 H -2.243 2.506 1.832  0.00
41 H 0.752 -0.033 3.641  0.00
42 H 0.875 1.745 3.643  0.00
43 H -0.351 0.960 4.627  0.00

Output
Highest occupied orbital energy (alpha / beta) = -2.16 / -1.17 eV
Total charge = -1
Multiplicity = 3
Orbital gap (alpha / beta) = 4.949 / 3.970 eV


[3]
# C3H5Cl3N2

C3H5Cl3N2 in the gas phase (ωB97M-V/def2-TZVPD, the Open Molecules 2025 dataset).

Last column: Mulliken charge in e.
Element x y z (Å)
1 H 1.323 -1.975 0.304  0.22
2 N 0.555 -1.963 -0.028  -0.70
3 C 0.285 -0.726 -0.200  0.21
4 N -0.955 -0.361 -0.620  -0.17
5 C -1.697 0.659 0.126  -0.81
6 C 1.507 0.346 -0.062  0.46
7 Cl 0.935 2.034 -0.204  -0.14
8 Cl 2.682 0.067 -1.351  -0.10
9 Cl 2.239 0.110 1.522  -0.12
10 H -1.418 -1.142 -0.812  0.28
11 H -1.659 1.696 -0.232  0.28
12 H -1.161 0.927 1.306  0.23
13 H -2.635 0.328 0.250  0.36

Output
Highest occupied orbital energy = -9.54 eV
Energy above the lowest of the compared OMol25 structures with the same formula, charge and spin = 1.8677 eV
Orbital gap = 10.092 eV
SMILES = [H]/N=C(/NC)C(Cl)(Cl)Cl


[4]
# C4H10N2

C4H10N2 in the gas phase (ωB97M-V/def2-TZVPD, the Open Molecules 2025 dataset).

Last column: Mulliken charge in e.
Element x y z (Å)
1 H 2.528 1.679 0.525  0.26
2 N 1.889 0.919 0.919  -0.61
3 C 0.735 1.407 1.044  -0.01
4 N -0.581 0.821 1.098  -0.37
5 C -0.686 -0.399 0.320  -0.91
6 C -0.250 -0.564 -1.134  -0.25
7 C -0.904 -1.916 -1.722  -0.98
8 H 0.718 2.499 1.060  0.31
9 H -1.234 1.628 0.799  0.35
10 H -1.697 -0.606 0.241  0.58
11 H -0.198 -1.184 0.877  0.25
12 H -0.554 0.224 -1.837  0.29
13 H 0.935 -0.636 -1.115  0.29
14 H -0.153 -2.900 -1.728  0.22
15 H -1.834 -2.263 -1.148  0.31
16 H -1.044 -1.791 -2.841  0.29

Output
Highest occupied orbital energy = -9.05 eV
Energy above the lowest of the compared OMol25 structures with the same formula, charge and spin = 2.1312 eV
Orbital gap = 9.940 eV
SMILES = [H]/N=C/NCCC


[5]
# C2H10N2O

2 unconnected molecules or ions with the total composition C2H10N2O (ωB97M-V/def2-TZVPD, the Open Molecules 2025 dataset).

Last column: Mulliken charge in e.
Element x y z (Å)
1 N -1.396 -0.867 1.098  -0.51
2 C -0.919 0.324 0.225  -0.36
3 C -0.622 -0.002 -1.308  -0.52
4 N 0.002 1.198 -2.048  -0.63
5 H -0.758 -1.642 1.082  0.20
6 H -2.360 -1.076 1.037  0.18
7 H -1.686 1.229 0.342  0.28
8 H 0.081 0.507 0.826  0.19
9 H -1.583 -0.278 -1.682  0.29
10 H -0.073 -0.858 -1.515  0.39
11 H -0.606 2.086 -2.030  0.24
12 H -0.097 0.943 -3.013  0.25
13 O 2.514 -0.506 1.891  -0.63
14 H 2.476 -0.729 0.960  0.31
15 H 3.501 -0.382 2.018  0.32

Output
Highest occupied orbital energy = -8.90 eV
Energy above the lowest of the compared OMol25 structures with the same formula, charge and spin = 1.4588 eV
Orbital gap = 9.752 eV
SMILES = NCCN.O


[6]
# C24H24N7O8P2STl

A molecular structure, C24H24N7O8P2STl (ωB97M-V/def2-TZVPD, the Open Molecules 2025 dataset).

Last column: Mulliken charge in e.
Element x y z (Å)
1 Tl -0.868 1.203 -0.949  0.93
2 C 3.975 0.630 0.307  -0.98
3 C 2.731 1.106 -0.389  0.42
4 N 1.756 1.697 0.199  0.17
5 N 1.878 1.928 1.538  -0.81
6 C 0.756 2.427 2.055  0.13
7 O -0.332 2.684 1.503  -0.77
8 C 0.855 2.684 3.549  0.60
9 C -0.244 3.232 4.202  -0.50
10 C -0.214 3.467 5.571  -0.61
11 C 0.922 3.154 6.306  -0.29
12 C 2.025 2.607 5.661  -0.67
13 C 1.992 2.374 4.293  -0.11
14 C 2.588 0.842 -1.843  0.62
15 C 3.625 0.265 -2.576  -0.52
16 C 3.424 -0.044 -3.910  -0.53
17 C 2.204 0.243 -4.497  -0.64
18 C 1.232 0.846 -3.709  -0.21
19 N 1.422 1.139 -2.428  -0.25
20 H 3.850 0.770 1.377  0.20
21 H 4.151 -0.428 0.096  0.18
22 H 4.856 1.188 -0.023  0.26
23 H -1.119 3.459 3.607  0.37
24 H -1.080 3.891 6.066  0.37
25 H 0.947 3.330 7.375  0.37
26 H 2.913 2.355 6.229  0.36
27 H 2.836 1.943 3.774  0.36
28 H 4.565 0.025 -2.099  0.31
29 H 4.210 -0.527 -4.480  0.36
30 H 1.989 -0.011 -5.526  0.44
31 H 0.254 1.099 -4.103  0.40
32 O -3.632 -1.727 -3.927  -0.60
33 P -2.097 -1.274 -4.185  0.75
34 O -1.442 -2.224 -5.109  -0.84
35 O -1.458 -1.039 -2.830  -0.56
36 O -2.302 0.160 -4.902  -0.37
37 P -2.774 1.570 -4.232  0.80
38 O -3.957 0.972 -3.226  -0.55
39 O -3.453 2.396 -5.257  -0.84
40 O -1.658 2.094 -3.397  -0.55
41 H -4.094 -0.965 -3.536  0.40
42 H -4.680 1.606 -3.251  0.25
43 N -2.785 -2.482 -0.827  -0.19
44 C -2.821 -2.128 0.461  0.49
45 N -2.280 -1.065 0.958  -0.09
46 C -2.427 -1.019 2.329  -1.21
47 C -1.941 0.002 3.145  0.13
48 C -2.158 -0.071 4.511  -0.42
49 C -2.860 -1.138 5.075  -0.45
50 C -3.360 -2.154 4.273  -0.47
51 C -3.136 -2.086 2.907  0.78
52 S -3.615 -3.197 1.650  -0.39
53 H -2.326 -1.875 -1.527  0.07
54 H -3.381 -3.213 -1.167  0.23
55 H -1.410 0.832 2.691  0.52
56 H -1.768 0.714 5.146  0.39
57 H -3.017 -1.176 6.146  0.35
58 H -3.907 -2.983 4.706  0.35
59 N 0.874 -2.447 -2.641  0.80
60 C 1.370 -3.361 -3.483  -0.28
61 C 2.555 -3.809 -2.929  -0.84
62 C 2.670 -3.079 -1.732  -0.42
63 N 1.647 -2.250 -1.566  -0.59
64 H 0.002 -1.902 -2.739  0.11
65 H 0.842 -3.594 -4.393  0.49
66 H 3.229 -4.548 -3.329  0.37
67 H 3.455 -3.115 -0.991  0.42

Output
Highest occupied orbital energy = -2.57 eV
Total charge = -2
Orbital gap = 6.573 eV


| no. | calculated total energy (a.u.) |
| --- | --- |
| 1 | -1227.246225 |
| 2 | -2202.478732 |
| 3 | -1607.292625 |
| 4 | -267.847007 |
| 5 | -266.890643 |
| 6 | -3168.032565 |